A 2-piece molecular cluster, C3H9NO2 overall at a distorted geometry, computed with wB97M-V/def2-TZVPD.

Structure (XYZ):
```
15
Properties=species:S:1:pos:R:3:forces:R:3
C -2.407 -0.777 1.675 -3.7 1.3 -1.2
C -1.205 -0.121 1.203 1.9 1.7 -2.8
N -0.182 -0.974 1.023 1.2 -0.6 0.5
O -1.163 0.980 0.631 -0.5 -0.7 1.8
H -3.101 -0.042 2.113 0.4 -0.2 0.1
H -2.516 -1.701 2.216 0.8 -0.3 0.1
H -2.878 -0.869 0.647 0.0 -0.5 1.1
H 0.761 -0.713 0.749 -0.7 0.1 0.0
H -0.385 -1.916 1.254 0.5 -0.7 0.3
C 2.066 1.363 -1.957 2.8 0.3 -4.3
O 2.732 0.059 -2.006 -0.3 2.1 -1.2
H 1.395 1.401 -2.856 0.6 0.1 0.6
H 1.443 1.731 -1.186 0.0 -0.3 1.7
H 3.013 1.990 -2.214 -2.2 -0.1 0.8
H 2.428 -0.412 -1.291 -1.0 -2.0 2.4
```
Positions in Å, forces in eV/Å.

Output
frontier orbital gap	0.3883	Eh
largest force on an atom	5.177	eV Å⁻¹
relative energy (zero: lowest compared OMol25 entry of this formula, charge and spin)	210.4	kJ/mol
multiplicity	1
structure (SMILES)	CC(N)=O.CO
highest occupied orbital energy	-9.990	eV
electronic energy	-324.892462	a.u.